No. 1
Density functional theory data (the ωB97M-V functional and the def2-TZVPD basis) for a structure of composition C5H7NO2 in a non-equilibrium geometry.

Cartesian coordinates (Å):
C 1.385 0.552 -0.563
C 0.059 0.855 -0.622
C 2.162 -0.083 0.365
C -1.040 0.336 0.239
C -0.765 -1.016 0.899
N 1.411 -1.219 1.733
O 2.123 -1.560 2.648
O 0.092 -0.950 2.020
H 1.990 0.998 -1.355
H -0.259 1.509 -1.419
H 3.145 -0.485 0.228
H -1.271 1.070 1.016
H -1.941 0.230 -0.375
H -1.702 -1.412 1.297
H -0.355 -1.718 0.163

Values from the calculation:
Electronic energy in eV: -10876.67030
Kohn-Sham gap (alpha / beta) in eV: 8.255 / 6.838
Energy relative to the best compared isomer or geometry (same formula, charge and spin) in kcal/mol: 160.2
HOMO level (alpha / beta) in eV: -8.1 / -7.7

These are the Mulliken partial charges, in e, on atoms 1 to 8: number 1, C, carries -0.13; number 2, C, carries -0.39; number 3, C, carries -0.44; number 4, C, carries -0.38; number 5, C, carries -0.57; number 6, N, carries 0.27; number 7, O, carries -0.53; number 8, O, carries -0.22

=====

No. 2
Density functional theory data (the ωB97M-V functional and the def2-TZVPD basis) for the ion C5H9N2 with charge +1 in a non-equilibrium geometry.

Cartesian coordinates (Å):
C 1.618 -3.498 -1.033
N 1.246 -2.417 -1.088
N 0.413 -1.432 -1.145
C 0.872 0.015 -1.437
C 0.471 -0.280 -0.040
C -0.868 -0.106 0.646
C -0.999 1.453 0.935
H 1.956 -4.501 -0.837
H 0.159 0.592 -2.002
H 1.910 0.055 -1.655
H 1.232 -0.455 0.643
H -1.572 -0.242 -0.106
H -0.688 -0.775 1.488
H -0.118 1.914 1.446
H -1.906 1.672 1.372
H -0.806 1.856 -0.132

Values from the calculation:
Electronic energy in eV: -8299.47081
Net charge: +1
Kohn-Sham gap in eV: 10.909
Energy relative to the best compared isomer or geometry (same formula, charge and spin) in kcal/mol: 144.4
HOMO level in eV: -15.1

These are the Mulliken partial charges, in e, on atoms 1 to 8: number 1, C, carries -0.19; number 2, N, carries 0.10; number 3, N, carries -0.09; number 4, C, carries -0.40; number 5, C, carries -0.24; number 6, C, carries -0.46; number 7, C, carries -0.94; number 8, H, carries 0.51

=====

No. 3
Density functional theory data (the ωB97M-V functional and the def2-TZVPD basis) for the molecule C4H6N2 in a non-equilibrium geometry.

Cartesian coordinates (Å):
N -2.084 -0.233 -0.019
C -0.639 0.092 -0.121
C 0.116 1.243 -0.091
C 1.324 0.691 0.205
C 1.452 -0.623 -0.069
N 0.248 -1.099 0.057
H -2.317 -0.130 1.022
H -2.450 0.768 -0.626
H -0.269 2.278 0.180
H 2.240 1.318 -0.096
H 2.244 -1.360 -0.314
H -0.112 -1.962 0.030

Values from the calculation:
Electronic energy in eV: -7222.26250
Kohn-Sham gap in eV: 8.685
Energy relative to the best compared isomer or geometry (same formula, charge and spin) in kcal/mol: 76.8
HOMO level in eV: -7.8

These are the Mulliken partial charges, in e, on atoms 1 to 8: number 1, N, carries -0.59; number 2, C, carries 0.04; number 3, C, carries -0.30; number 4, C, carries -0.69; number 5, C, carries -0.10; number 6, N, carries -0.03; number 7, H, carries 0.30; number 8, H, carries 0.36

=====

No. 4
Density functional theory data (the ωB97M-V functional and the def2-TZVPD basis) for a structure of composition C42H34Cl2CuF12N8O20S4 in a non-equilibrium geometry.

Cartesian coordinates (Å):
Cu -24.836 -0.519 -10.182
C -20.605 -0.673 -9.360
F -20.175 -0.295 -10.500
F -21.036 -2.021 -9.315
F -19.576 -0.403 -8.565
S -22.012 0.602 -8.998
O -21.446 1.433 -7.936
O -22.204 1.133 -10.297
N -23.462 -0.283 -8.626
S -23.191 -0.853 -7.171
O -24.032 -2.027 -6.957
O -21.801 -1.131 -6.828
C -23.839 0.620 -5.986
F -23.335 0.634 -4.745
F -23.541 1.845 -6.466
F -25.129 0.478 -5.745
C -26.730 3.054 -8.737
F -25.851 2.448 -7.927
F -27.984 2.672 -8.406
F -26.716 4.350 -8.658
S -26.305 2.464 -10.544
O -27.215 3.238 -11.406
O -24.873 2.732 -10.750
N -26.529 0.672 -10.491
S -27.994 0.552 -10.926
O -28.276 -0.833 -10.872
O -29.035 1.463 -10.436
C -27.883 0.866 -12.926
F -28.793 1.710 -13.400
F -26.717 1.407 -13.203
F -28.058 -0.298 -13.488
Cl -21.312 -2.810 -4.303
C -19.786 -2.924 -5.164
C -19.990 -3.852 -6.447
Cl -19.864 -5.570 -6.137
H -19.063 -3.362 -4.475
H -19.527 -1.886 -5.371
H -19.326 -3.740 -7.303
H -20.956 -3.661 -6.915
C -28.605 3.858 -5.775
C -28.478 5.153 -6.208
C -27.172 5.718 -6.155
C -26.104 4.900 -5.685
C -26.338 3.575 -5.429
C -27.569 3.022 -5.427
N -24.745 5.470 -5.836
O -23.719 4.749 -5.589
O -24.630 6.626 -6.149
H -29.647 3.630 -5.601
H -29.358 5.700 -6.512
H -27.056 6.753 -6.438
H -25.578 2.844 -5.195
H -27.671 1.962 -5.244
C -23.923 6.155 -9.744
C -23.434 6.598 -10.977
C -22.245 6.010 -11.394
C -21.560 5.085 -10.558
C -22.180 4.674 -9.305
C -23.336 5.180 -8.935
N -20.240 4.613 -10.989
O -19.652 3.953 -10.143
O -19.720 4.979 -12.059
H -24.832 6.641 -9.422
H -23.965 7.383 -11.496
H -21.737 6.476 -12.225
H -21.706 3.958 -8.650
H -23.785 4.957 -7.979
C -24.855 -1.122 -2.926
C -24.809 -0.165 -1.856
C -25.976 0.540 -1.520
C -27.196 0.144 -2.075
C -27.271 -0.870 -3.010
C -26.057 -1.463 -3.498
N -28.355 0.888 -1.608
O -29.365 0.684 -2.244
O -28.289 1.484 -0.554
H -23.960 -1.635 -3.245
H -23.822 -0.037 -1.438
H -25.778 1.331 -0.811
H -28.267 -1.015 -3.401
H -26.079 -2.225 -4.262
C -17.581 2.106 -8.212
C -17.115 3.365 -7.887
C -16.444 3.594 -6.614
C -16.453 2.604 -5.670
C -16.827 1.320 -6.055
C -17.423 1.101 -7.327
N -15.750 2.813 -4.410
O -15.254 3.909 -4.144
O -15.761 1.833 -3.668
H -18.000 1.970 -9.198
H -17.263 4.199 -8.558
H -16.157 4.594 -6.326
H -16.670 0.519 -5.348
H -17.866 0.135 -7.521
C -20.701 1.868 -15.612
C -20.730 0.548 -15.833
C -21.469 -0.356 -15.010
C -22.302 0.242 -13.979
C -22.379 1.615 -13.808
C -21.522 2.425 -14.585
N -23.066 -0.572 -13.040
O -23.883 -0.054 -12.251
O -22.797 -1.736 -12.987
H -20.010 2.476 -16.177
H -20.016 0.226 -16.577
H -21.376 -1.410 -15.227
H -23.103 2.121 -13.188
H -21.433 3.500 -14.538
C -17.764 3.693 -0.532
C -17.683 3.866 -1.930
C -18.622 3.180 -2.711
C -19.633 2.383 -2.147
C -19.775 2.382 -0.748
C -18.822 3.018 0.096
N -20.656 1.718 -3.026
O -21.459 0.945 -2.578
O -20.550 1.850 -4.240
H -16.955 4.122 0.041
H -16.897 4.419 -2.422
H -18.507 3.287 -3.779
H -20.644 1.917 -0.307
H -18.798 2.916 1.171

Values from the calculation:
Electronic energy in eV: -242585.08445
2S+1: 2
Kohn-Sham gap (alpha / beta) in eV: 7.346 / 3.629
Energy relative to the best compared isomer or geometry (same formula, charge and spin) in kcal/mol: 143.9
HOMO level (alpha / beta) in eV: -9.6 / -9.6
Expectation value of S²: 0.753

These are the Mulliken partial charges, in e, on atoms 1 to 8: number 1, Cu, carries 0.11; number 2, C, carries 0.27; number 3, F, carries -0.16; number 4, F, carries -0.20; number 5, F, carries -0.06; number 6, S, carries 0.47; number 7, O, carries -0.23; number 8, O, carries -0.32

=====

No. 5
Density functional theory data (the ωB97M-V functional and the def2-TZVPD basis) for a structure of composition C13H12AsF6O11V2 in a non-equilibrium geometry.

Cartesian coordinates (Å):
O -3.049 -3.640 2.659
V -4.160 -2.518 2.352
O -5.451 -3.150 1.783
O -0.565 -2.456 3.908
V -0.572 -0.906 3.380
O 0.647 -0.671 2.395
C -2.877 -0.418 1.211
O -2.387 -1.030 2.163
O -3.475 -1.194 0.433
O -2.719 0.774 1.120
As -0.033 3.643 3.113
F -1.584 4.301 3.629
F -0.859 2.052 2.965
F 1.584 2.977 2.573
F 0.782 5.207 3.308
F 0.341 3.218 4.856
F -0.456 4.071 1.458
C 1.059 -1.678 -1.399
C -0.294 -1.676 -1.304
C -0.959 -2.831 -1.763
C -0.196 -3.841 -2.470
C 1.149 -3.701 -2.694
C 1.755 -2.624 -2.196
O 3.137 -2.543 -2.336
O -2.314 -2.924 -1.511
H 1.654 -0.819 -1.125
H -0.794 -0.801 -0.917
H -0.742 -4.695 -2.843
H 1.592 -4.509 -3.258
H 3.415 -1.918 -1.663
H -2.725 -2.376 -0.838
C 2.297 1.683 -0.215
C 0.885 1.780 0.056
C -0.041 2.033 -1.013
C 0.433 2.163 -2.284
C 1.794 2.111 -2.591
C 2.728 1.772 -1.619
O 4.045 1.726 -2.014
O -1.393 2.068 -0.871
H 3.108 1.634 0.497
H 0.544 1.704 1.078
H -0.283 2.332 -3.075
H 1.970 2.241 -3.648
H 4.666 1.692 -1.283
H -1.655 1.739 -0.008

Values from the calculation:
Electronic energy in eV: -164714.95703
2S+1: 2
Kohn-Sham gap (alpha / beta) in eV: 4.717 / 3.687
HOMO level (alpha / beta) in eV: -8.0 / -8.0
Expectation value of S²: 0.769

These are the Mulliken partial charges, in e, on atoms 1 to 8: number 1, O, carries -0.53; number 2, V, carries 1.35; number 3, O, carries -0.54; number 4, O, carries -0.56; number 5, V, carries 1.59; number 6, O, carries -0.55; number 7, C, carries 1.25; number 8, O, carries -0.41

=====

No. 6
Density functional theory data (the ωB97M-V functional and the def2-TZVPD basis) for a cluster of 3 separate species, CH7O2S in total in a non-equilibrium geometry.

Cartesian coordinates (Å):
C 0.027 1.125 0.451
S -0.079 -0.386 -0.568
H 0.956 1.683 0.289
H -0.079 0.840 1.500
H -0.787 1.821 0.219
H 3.179 -1.467 -0.920
H 2.365 -0.362 -0.664
O 3.129 -0.808 -0.227
H -3.219 -1.248 0.542
H -2.266 -0.479 -0.355
O -3.226 -0.719 -0.267

Values from the calculation:
Electronic energy in eV: -16081.94483
Net charge: -1
Kohn-Sham gap in eV: 6.863
Energy relative to the best compared isomer or geometry (same formula, charge and spin) in kcal/mol: 7.4
HOMO level in eV: -2.8

These are the Mulliken partial charges, in e, on atoms 1 to 8: number 1, C, carries -0.80; number 2, S, carries -0.69; number 3, H, carries 0.25; number 4, H, carries 0.20; number 5, H, carries 0.27; number 6, H, carries 0.29; number 7, H, carries 0.22; number 8, O, carries -0.60